141
Properties=species:S:1:pos:R:3:forces:R:3:mulliken_charge:R:1 method="wB97M-V/def2-TZVPD" charge=0 homo_energy_ev=-9.4 smiles="CC(=O)OCCCCCCCC[C@@H]1CCNC1=O.O=[N+]([O-])c1ccccc1.O=[N+]([O-])c1ccccc1.O=[N+]([O-])c1ccccc1.O=[N+]([O-])c1ccccc1.O=[N+]([O-])c1ccccc1.O=[N+]([O-])c1ccccc1.O=[N+]([O-])c1ccccc1" e_tot_ha=-3886.08532 homo_lumo_gap_ha=0.297 spin_multiplicity=1
C 2.559605 -3.372374 0.183402 -0.35 -0.03 -1.70 0.06
C 1.557291 -4.623250 -0.160593 0.81 -5.94 3.49 0.25
O 1.786704 -5.777143 0.524046 -1.77 7.39 -4.41 -0.61
O 0.416131 -4.608002 -1.088126 4.02 0.64 0.98 -0.25
C 0.786590 -4.129201 -2.429020 -1.48 1.35 -2.16 -0.12
C -0.560956 -3.332643 -3.017452 -0.12 -0.14 0.33 -0.49
C -0.480904 -1.697933 -2.803954 -0.97 -0.57 0.30 0.23
C -1.152507 -1.263320 -1.343963 0.71 0.57 -0.03 -0.23
C -2.029277 0.128353 -1.419099 0.25 -0.11 0.10 -0.29
C -3.653291 -0.098514 -1.515744 0.40 0.25 0.21 -0.71
C -4.316636 -0.826376 -0.189193 -0.15 -0.12 -0.49 -0.14
C -5.734958 -1.575649 -0.606760 0.34 0.30 0.78 -0.79
C -5.793099 -3.156660 -0.170806 -0.62 0.79 -1.26 0.23
C -4.870925 -4.137267 -1.126780 -0.39 0.74 -1.02 -0.29
C -6.004545 -5.093437 -1.872240 0.55 1.84 0.70 -0.46
N -7.202948 -5.070656 -0.910173 0.01 0.64 -0.79 -0.47
C -7.347418 -3.588905 -0.553007 -2.51 1.67 1.44 0.07
O -8.447765 -2.827760 -0.532916 7.05 -5.31 -0.24 -0.46
H 2.323367 -2.472037 -0.559227 0.41 -1.72 1.88 -0.02
H 2.493923 -3.041537 1.324265 -0.04 -0.98 -2.73 0.15
H 3.657568 -3.736572 -0.110113 -2.73 0.53 0.77 0.22
H 0.997073 -4.995059 -3.212135 -0.19 1.44 2.17 0.27
H 1.658541 -3.348936 -2.456505 -1.46 -1.68 0.36 0.11
H -0.741293 -3.634513 -4.153445 0.55 0.75 2.39 0.37
H -1.501358 -3.718303 -2.400366 2.02 0.64 -1.37 -0.04
H -1.135941 -1.184907 -3.631306 1.37 -0.95 1.39 0.46
H 0.641419 -1.355058 -2.889536 -2.69 -0.65 0.24 -0.60
H -1.811215 -2.112754 -0.878445 1.35 1.48 -1.00 0.09
H -0.243902 -1.049793 -0.628813 -1.86 -0.58 -1.14 0.21
H -1.673895 0.698462 -2.399000 -0.73 -0.92 2.17 0.33
H -1.772688 0.752739 -0.439286 -0.58 -1.23 -2.35 -0.08
H -3.860357 -0.698614 -2.525193 0.23 1.21 2.23 0.33
H -4.160686 0.974276 -1.578474 0.99 -2.27 -0.19 0.21
H -3.590020 -1.601432 0.307340 -1.27 1.36 -1.15 0.24
H -4.520707 0.009324 0.612219 0.42 -2.19 -1.83 0.33
H -5.922482 -1.537735 -1.778211 0.45 -0.05 2.42 0.35
H -6.623868 -0.988399 -0.079035 1.79 -1.46 -1.22 0.20
H -5.546079 -3.413065 0.945963 -0.85 0.86 -1.99 0.30
H -4.016825 -4.756902 -0.609533 -1.87 1.35 -0.76 0.25
H -4.395875 -3.449257 -1.964220 -0.66 -1.45 1.80 -0.04
H -6.353226 -4.447824 -2.796379 0.75 -1.90 1.50 0.27
H -5.558633 -6.149930 -2.111366 -1.39 2.08 0.38 0.33
H -6.941448 -5.654773 -0.078275 -0.52 1.12 -0.73 0.30
C 2.804528 2.998127 -6.335255 -0.01 -0.13 0.11 -0.42
C 3.087776 3.371647 -5.020571 -0.08 -0.32 -0.06 -0.48
C 3.045730 2.421352 -3.998531 0.00 -0.05 -0.03 -0.31
C 2.721858 1.092793 -4.306443 0.00 0.64 -0.68 -0.05
C 2.429538 0.716648 -5.624217 0.01 0.00 0.01 -0.28
C 2.472032 1.676482 -6.637421 0.08 0.08 0.40 -0.56
N 2.700889 0.083969 -3.240466 0.16 -0.44 0.79 1.28
O 2.946653 0.459903 -2.084621 -0.39 -0.74 -1.59 -0.63
O 2.442909 -1.086021 -3.557656 0.76 1.49 0.44 -0.68
H 2.844100 3.741485 -7.129644 -0.01 -0.16 0.18 0.39
H 3.344639 4.403960 -4.792742 -0.03 -0.24 0.05 0.41
H 3.269106 2.728374 -2.979122 -0.07 -0.25 -0.19 0.51
H 2.171856 -0.309851 -5.876497 0.09 0.21 0.27 0.44
H 2.249681 1.393786 -7.664012 0.04 0.00 0.25 0.38
C 4.808316 -3.913096 6.668646 -0.06 0.09 -0.10 -0.40
C 4.061884 -2.836601 7.150451 0.02 -0.03 -0.42 -0.48
C 3.437391 -1.962905 6.258230 0.02 -0.04 -0.05 -0.41
C 3.563813 -2.180306 4.879272 0.43 -0.60 0.62 -0.11
C 4.318924 -3.255742 4.392746 -0.03 0.04 0.08 0.11
C 4.941209 -4.121117 5.294721 -0.21 0.31 0.11 -0.65
N 2.888699 -1.280244 3.936626 -0.66 0.90 -0.51 0.96
O 2.245717 -0.329361 4.405773 0.99 -1.43 -0.82 -0.53
O 2.996736 -1.524914 2.726458 -0.14 0.50 1.64 -0.61
H 5.288757 -4.594917 7.368288 -0.10 0.15 -0.16 0.37
H 3.964182 -2.680201 8.222620 -0.01 0.01 -0.25 0.38
H 2.859166 -1.128734 6.649598 0.10 -0.16 -0.31 0.46
H 4.429441 -3.433313 3.325038 -0.16 0.18 0.24 0.40
H 5.527060 -4.960631 4.926969 -0.15 0.20 0.02 0.40
C 6.908316 3.244650 1.141885 -0.08 0.10 -0.19 -0.71
C 6.161884 4.321146 1.623690 0.12 -0.23 -0.37 -0.14
C 5.537391 5.194841 0.731470 0.00 -0.06 -0.06 -0.49
C 5.663813 4.977440 -0.647488 0.43 -0.60 0.66 -0.08
C 6.418924 3.902004 -1.134014 -0.02 -0.01 0.03 -0.37
C 7.041209 3.036630 -0.232040 -0.23 0.30 0.10 -0.28
N 4.988699 5.877502 -1.590135 -0.62 0.88 -0.60 0.99
O 4.345717 6.828386 -1.120988 0.93 -1.43 -0.80 -0.59
O 5.096736 5.632832 -2.800302 -0.23 0.34 1.54 -0.60
H 7.388757 2.562829 1.841527 -0.09 0.14 -0.15 0.42
H 6.064182 4.477546 2.695860 0.07 -0.03 -0.52 0.47
H 4.959166 6.029013 1.122838 0.11 -0.15 -0.25 0.49
H 6.529441 3.724433 -2.201723 -0.15 0.22 0.23 0.47
H 7.627060 2.197116 -0.599792 -0.13 0.19 0.02 0.43
C 5.545841 -1.567601 -0.618208 0.05 -0.04 0.04 -0.07
C 6.690195 -1.019588 -1.199824 0.05 -0.23 0.38 -0.51
C 7.941577 -1.233584 -0.618755 -0.03 -0.04 0.05 -0.52
C 8.036357 -2.005320 0.547526 -0.87 0.15 -0.40 -0.21
C 6.888278 -2.550236 1.137817 0.04 0.06 -0.09 -0.62
C 5.641971 -2.326998 0.549129 0.49 0.20 -0.05 0.92
N 9.351807 -2.255139 1.148902 1.28 -0.22 0.55 1.00
O 10.341481 -1.740057 0.607662 -1.45 -0.76 0.82 -0.59
O 9.398005 -2.969820 2.160404 -0.05 1.05 -1.45 -0.59
H 4.572944 -1.402703 -1.078082 0.17 0.02 0.10 0.28
H 6.607002 -0.427616 -2.108780 0.06 -0.11 0.19 0.48
H 8.823854 -0.799725 -1.084276 -0.08 -0.23 0.27 0.49
H 6.946804 -3.146970 2.045688 0.23 0.18 -0.23 0.52
H 4.745178 -2.748275 0.998055 0.48 0.28 0.02 -0.47
C -10.440386 -1.364212 -2.242961 -0.07 0.08 -0.10 -0.23
C -11.337912 -1.825560 -1.278728 -0.20 0.07 -0.34 -0.46
C -12.663724 -2.091010 -1.626798 0.07 0.04 -0.07 -0.26
C -13.080742 -1.894403 -2.950509 0.92 0.18 0.23 0.01
C -12.183750 -1.424002 -3.918803 -0.03 -0.04 0.03 -0.26
C -10.861056 -1.159312 -3.558125 -0.33 -0.16 0.34 -0.55
N -14.466672 -2.195900 -3.328359 -1.22 -0.27 -0.30 0.96
O -15.234606 -2.592097 -2.438972 1.07 0.58 -1.33 -0.58
O -14.788346 -2.041128 -4.515209 0.40 -0.22 1.69 -0.59
H -9.406201 -1.163989 -1.968052 -0.28 -0.09 -0.02 0.43
H -11.002911 -1.981372 -0.255473 -0.07 -0.01 -0.27 0.37
H -13.350847 -2.450113 -0.863738 0.02 0.08 -0.36 0.41
H -12.495215 -1.262276 -4.948648 -0.13 -0.13 0.33 0.42
H -10.156338 -0.796743 -4.303217 -0.19 -0.07 0.12 0.37
C -2.817130 6.313690 -0.220893 -0.03 -0.13 0.04 -0.38
C -1.762079 5.541663 0.267965 -0.36 -0.18 -0.01 -0.57
C -1.989325 4.227483 0.681105 -0.07 -0.01 -0.03 -0.28
C -3.282131 3.692580 0.595660 0.18 0.89 -0.36 0.12
C -4.344626 4.467901 0.112499 0.05 -0.02 0.00 -0.29
C -4.105634 5.781846 -0.295054 0.31 -0.25 0.14 -0.57
N -3.522506 2.303503 1.004509 -0.06 -0.99 0.42 1.15
O -2.560570 1.656225 1.444299 -1.55 0.94 -0.46 -0.58
O -4.671973 1.856369 0.882702 1.50 1.24 0.49 -0.69
H -2.633947 7.336052 -0.547120 -0.04 -0.22 0.08 0.37
H -0.760941 5.963709 0.324115 -0.20 -0.14 0.01 0.40
H -1.156522 3.638840 1.059646 -0.35 -0.03 -0.09 0.48
H -5.353854 4.067015 0.045436 0.34 -0.09 0.09 0.44
H -4.923244 6.390808 -0.674430 0.14 -0.18 0.10 0.37
C 1.626732 2.905884 5.950196 0.10 0.07 -0.04 -0.56
C 2.490114 3.245219 6.993060 0.11 0.14 -0.40 -0.45
C 3.621127 4.023787 6.740010 0.00 0.01 -0.05 -0.42
C 3.876591 4.462965 5.433629 -0.78 -0.54 0.19 0.07
C 3.015665 4.117334 4.383482 0.00 -0.01 0.06 -0.16
C 1.889254 3.335851 4.648346 0.25 0.12 0.28 -0.53
N 5.050066 5.302957 5.165591 1.01 0.72 0.25 1.01
O 5.797871 5.571257 6.117696 -1.12 -0.40 -1.58 -0.58
O 5.223543 5.699045 4.004100 -0.31 -0.26 1.75 -0.61
H 0.743075 2.303333 6.153384 0.20 0.11 -0.07 0.41
H 2.279575 2.905083 8.004759 0.10 0.10 -0.20 0.39
H 4.284117 4.279743 7.563591 -0.05 0.06 -0.35 0.45
H 3.204581 4.447220 3.364054 0.12 0.02 0.32 0.43
H 1.213208 3.064777 3.840431 0.20 0.05 0.15 0.53